1.
{"formula": "C4H20NO7S", "method": "ωB97M-V/def2-TZVPD", "species": ["C", "N", "C", "O", "C", "C", "S", "H", "H", "H", "H", "H", "H", "H", "H", "H", "H", "O", "H", "H", "O", "H", "H", "O", "H", "H", "O", "H", "H", "O", "H", "H", "O"], "xyz": [[-1.083, 0.655, 1.219], [-0.568, 0.582, 2.556], [-0.038, -0.627, 3.084], [0.598, -0.663, 4.124], [-2.180, 1.636, 0.942], [-2.793, 1.111, -0.281], [-1.389, 1.232, -1.599], [-0.308, 0.866, 0.466], [-1.409, -0.356, 0.947], [-0.842, 1.303, 3.226], [-0.226, -1.513, 2.467], [-2.979, 1.513, 1.708], [-1.780, 2.675, 0.773], [-3.170, 0.027, -0.265], [-3.621, 1.562, -0.638], [-1.559, -0.966, -2.662], [-0.439, -2.077, -2.729], [-1.332, -1.914, -2.547], [1.311, 2.280, -2.325], [0.723, 3.218, -1.406], [1.541, 2.655, -1.501], [2.727, -0.337, 2.017], [3.468, -1.127, 1.004], [3.476, -0.950, 1.964], [1.470, 0.224, -0.379], [2.952, 0.333, 0.158], [2.411, -0.208, -0.461], [3.328, -0.765, -2.303], [1.868, -0.621, -2.874], [2.823, -0.597, -3.121], [-1.416, -2.508, -0.666], [-2.021, -3.664, -1.303], [-1.430, -3.385, -0.622]], "atomic_forces_ev_per_a": [[1.1, -0.8, -0.3], [0.5, -1.5, 1.6], [-0.2, 2.6, 0.2], [-0.6, -0.2, -0.4], [-0.8, -0.2, 1.3], [2.5, -2.8, -2.5], [-1.4, -0.1, -0.4], [0.0, 0.1, 0.6], [-0.2, 0.1, 0.0], [0.6, -0.4, -0.3], [0.0, 0.0, -0.3], [0.6, 0.8, 0.3], [-0.6, -0.9, 0.5], [1.0, 1.2, 0.6], [-2.5, 2.3, -1.1], [0.7, 0.0, 0.2], [1.9, 0.1, -0.4], [-2.6, 0.7, -0.5], [0.0, -1.2, -1.6], [1.1, -0.9, 0.4], [-0.9, 2.0, 1.3], [0.1, -0.3, 0.5], [0.0, -0.4, 0.7], [-0.1, 0.3, -0.7], [2.4, -1.0, -0.5], [-0.6, -0.1, -1.0], [-1.9, 1.6, 1.2], [-0.9, 0.3, -0.4], [1.4, 0.1, 0.1], [-0.5, -0.3, -0.1], [0.1, 5.6, -0.7], [-0.4, 0.0, -0.7], [0.3, -6.3, 2.2]], "e_lumo_ev": 3.07, "e_tot_ev": -31130.7048, "charge": -1, "homo_energy_ev": -3.861, "de_lowest_ev": 2.5467, "homo_lumo_gap_ha": 0.2547}



2.
{"formula": "C4H20NO9", "method": "ωB97M-V/def2-TZVPD", "species": ["O", "C", "O", "C", "C", "C", "O", "N", "H", "H", "H", "H", "H", "H", "H", "H", "H", "H", "O", "H", "H", "O", "H", "H", "O", "H", "H", "O", "H", "H", "O", "H", "H", "O"], "xyz": [[0.959, -1.084, -0.948], [-0.116, -0.423, -0.773], [-1.258, -0.800, -1.092], [-0.028, 0.979, -0.108], [-1.002, 0.987, 1.094], [-0.378, 0.517, 2.398], [-1.558, 2.297, 1.264], [1.319, 1.401, 0.276], [-0.413, 1.693, -0.841], [-1.873, 0.366, 0.890], [-0.027, -0.519, 2.315], [-1.099, 0.524, 3.216], [0.472, 1.121, 2.709], [-0.849, 2.933, 1.508], [1.734, 0.695, 0.872], [1.929, 1.409, -0.526], [-2.706, 1.280, -1.310], [-2.586, 2.387, -0.247], [-2.951, 2.200, -1.140], [0.620, 4.411, 0.692], [1.065, 3.030, 1.148], [0.669, 3.881, 1.484], [1.051, -2.846, -0.881], [-0.021, -3.919, -0.699], [0.945, -3.795, -0.624], [1.648, -1.706, 1.140], [1.462, -3.183, 1.000], [1.676, -2.505, 1.682], [2.747, 0.255, -3.065], [2.377, -0.320, -1.637], [3.002, 0.277, -2.121], [-1.891, -3.697, -2.030], [-1.626, -2.497, -1.127], [-1.727, -3.488, -1.110]], "atomic_forces_ev_per_a": [[-0.4, 0.6, 0.3], [0.6, -0.3, -0.2], [-0.2, 0.1, 0.0], [-0.2, -0.8, 0.0], [0.0, 0.7, 0.5], [0.2, -0.6, 0.1], [0.0, 0.3, 0.3], [-0.1, 0.1, 0.4], [0.0, -0.1, 0.1], [0.2, -0.1, -0.3], [0.0, 0.1, -0.1], [-0.1, 0.1, -0.2], [0.1, 0.2, -0.1], [-0.3, -0.3, -0.2], [0.0, -0.1, 0.2], [0.1, 0.1, -0.5], [0.0, 0.0, 0.1], [-0.1, -0.1, -0.4], [0.0, 0.0, 0.2], [-0.1, 0.4, -0.3], [0.0, 0.1, 0.0], [0.3, -0.5, 0.2], [-0.2, -0.5, 0.0], [0.2, 0.1, 0.0], [0.2, 0.1, -0.1], [0.0, -0.1, 0.0], [0.0, 0.1, 0.3], [0.0, 0.0, -0.1], [0.1, -0.1, 1.0], [0.0, 0.2, -0.5], [-0.1, 0.0, -0.5], [0.0, -0.2, -0.2], [0.1, -0.2, 0.1], [-0.3, 0.4, 0.1]], "e_lumo_ev": 3.09, "e_tot_ev": -24394.7604, "charge": -1, "homo_energy_ev": -6.392, "de_lowest_ev": 0.0000, "homo_lumo_gap_ha": 0.3484}



3.
{"formula": "C4H20O8", "method": "ωB97M-V/def2-TZVPD", "species": ["C", "C", "O", "C", "C", "H", "H", "H", "H", "H", "H", "H", "H", "O", "H", "H", "O", "H", "H", "O", "H", "H", "O", "H", "H", "O", "H", "H", "O", "H", "H", "O"], "xyz": [[-0.654, -2.735, 1.219], [0.623, -2.347, 0.950], [1.232, -3.007, -0.047], [1.047, -1.064, 1.549], [1.880, -0.214, 0.965], [-1.137, -3.716, 1.021], [-1.286, -2.016, 1.769], [1.223, -3.946, 0.059], [0.483, -0.994, 2.506], [2.403, -0.486, 0.051], [2.061, 0.765, 1.370], [0.863, 1.582, 2.020], [1.293, 2.681, 2.777], [0.789, 1.877, 2.985], [-1.423, 2.461, 2.868], [-2.372, 2.481, 1.859], [-2.309, 2.064, 2.717], [2.432, 2.169, -0.207], [2.370, 3.515, -0.581], [1.835, 2.723, -0.692], [-1.278, 2.692, -1.305], [0.082, 2.995, -0.884], [-0.786, 3.393, -0.869], [1.481, -1.323, -3.602], [1.283, -1.383, -2.192], [1.902, -1.695, -2.845], [-0.610, -0.005, -3.986], [-1.468, -1.214, -3.778], [-0.926, -0.556, -3.312], [-4.067, -0.856, -0.284], [-3.434, -1.358, -1.488], [-3.799, -0.541, -1.161]], "atomic_forces_ev_per_a": [[-0.2, 0.5, 1.3], [-3.7, -0.8, 0.1], [2.5, 1.0, -0.7], [-0.4, -0.9, 0.0], [0.1, -0.2, -0.1], [0.7, 0.9, -0.5], [0.4, -0.7, 0.2], [-0.2, -0.8, 0.2], [0.8, 0.9, -0.8], [-0.2, 0.0, 0.0], [0.5, -0.2, 0.2], [-1.1, -0.3, 2.0], [-0.1, 0.4, 1.1], [0.7, 0.3, -2.8], [-0.3, -0.9, 0.9], [-1.0, -0.1, -0.8], [1.3, 0.9, -0.1], [0.1, -1.5, 0.3], [-0.5, 0.9, -0.5], [0.8, 0.6, 0.2], [-0.6, 0.1, -0.1], [0.8, 0.1, 0.3], [-0.6, -0.2, -0.2], [-0.2, 0.2, -1.3], [-0.3, -0.2, 0.9], [0.5, -0.2, 0.4], [0.7, 1.5, -1.6], [0.3, 0.3, 0.3], [-0.9, -1.7, 1.2], [-0.1, 0.6, 0.0], [0.5, -0.3, -0.7], [-0.3, -0.2, 0.8]], "e_lumo_ev": 0.07, "e_tot_ev": -20849.5762, "homo_energy_ev": -8.781, "de_lowest_ev": 3.3263, "homo_lumo_gap_ha": 0.3251}